# 1
Density functional theory data (wB97M-V/def2-TZVPD) for a structure of composition C29H49FeN2OP2S.

The calculation puts the LUMO energy (alpha / beta) at -2.42 / -2.46 eV. The value obtained for the HOMO energy (alpha / beta) is -0.2814 / -0.3554 Eh.

Geometry as ORCA input:
```
! wB97M-V def2-TZVPD RIJCOSX def2/J DEFGRID3
* xyz 1 5
Fe 0.40871 -0.43150 -0.54568
P 0.09738 1.62581 -1.70653
P 1.97611 -2.07015 0.09770
N 1.20718 -0.89359 -2.47342
C -0.27846 0.90966 -3.36326
H -1.36836 0.80674 -3.47431
H 0.05741 1.60020 -4.14558
C 0.36945 -0.44891 -3.61740
H -0.40345 -1.22510 -3.74577
H 0.96994 -0.44715 -4.54825
C 1.71022 -2.29087 -2.68547
H 2.75766 -2.23703 -3.02821
H 1.12291 -2.76424 -3.48399
C 1.54603 -3.08018 -1.40304
H 2.15961 -3.98796 -1.44641
H 0.49398 -3.38520 -1.26975
C 1.75383 -3.35844 1.41598
C 0.32026 -3.33028 1.93126
H -0.42084 -3.47101 1.13334
H 0.09860 -2.38077 2.43470
H 0.17963 -4.12963 2.67031
C 3.81205 -1.91540 -0.13341
C 4.47519 -1.03429 0.93566
H 5.42503 -0.65491 0.53180
H 4.70724 -1.60053 1.84741
H 3.86053 -0.16703 1.21109
C 1.33032 2.95839 -2.10430
C 1.54562 3.93640 -0.94456
H 2.46420 4.50660 -1.14683
H 1.67475 3.42929 0.01935
H 0.72717 4.66373 -0.86777
C -1.48342 2.43507 -1.15106
C -1.36074 3.09533 0.21731
H -2.37052 3.21357 0.63121
H -0.90378 4.08904 0.15050
H -0.77987 2.48753 0.92349
C 1.75693 0.77062 0.29019
C 4.53191 -3.27462 -0.28122
H 3.88881 -4.14885 -0.12183
H 4.95928 -3.36706 -1.28842
H 5.36951 -3.34757 0.42596
C 1.07470 3.70411 -3.42854
H 1.40043 4.74738 -3.33266
H 1.65489 3.25567 -4.24402
H 0.02062 3.72060 -3.72730
C -2.11320 3.36417 -2.18871
H -3.13902 3.60187 -1.86909
H -1.56219 4.31286 -2.26373
H -2.18226 2.89868 -3.18157
C 2.74130 -3.24157 2.57369
H 2.76756 -2.22320 2.98385
H 2.41812 -3.91357 3.37992
H 3.75283 -3.54186 2.28080
H 1.92005 -4.31557 0.89358
H -2.15120 1.56695 -1.02381
H 3.88851 -1.38015 -1.09728
H 2.26522 2.38501 -2.22100
O 1.57764 1.25201 1.41486
H 2.03426 -0.26983 -2.38665
H 2.70871 0.97785 -0.31729
N -1.48832 -0.70941 -0.37373
S -2.67593 -1.07167 0.71019
C -2.11133 -1.12783 2.39849
C -2.71940 -2.12405 3.19353
C -2.39540 -2.23751 4.53821
C -1.46942 -1.35107 5.10555
C -0.87150 -0.35975 4.32468
C -1.18417 -0.24391 2.96472
C -3.74200 0.38333 0.71070
C -3.92663 1.17940 1.84941
C -4.76380 2.30104 1.78130
C -5.43835 2.60763 0.59486
C -5.27883 1.78927 -0.53000
C -4.45394 0.66755 -0.46771
H -1.94112 -0.65586 -1.29390
H -3.44619 -2.79253 2.72484
H -2.86884 -3.01302 5.14248
H -1.22086 -1.43382 6.16314
H -0.15698 0.33668 4.76907
H -0.71192 0.51948 2.34532
H -3.42996 0.93018 2.78243
H -4.89404 2.92688 2.66187
H -6.10013 3.47379 0.55137
H -5.81142 2.01709 -1.45488
H -4.36452 0.00100 -1.32776
*
```

# 2
Density functional theory data (wB97M-V/def2-TZVPD) for a structure of composition C29H49GdN2OP2S.

The calculation puts the LUMO energy (alpha / beta) at -5.67 / -6.23 eV. The value obtained for the HOMO energy (alpha / beta) is -0.4789 / -0.4713 Eh.

Geometry as ORCA input:
```
! wB97M-V def2-TZVPD RIJCOSX def2/J DEFGRID3
* xyz 2 8
Gd -0.12797 0.08108 -0.44566
P -0.15095 -1.81000 -2.56985
P -0.04093 2.89310 -0.45883
N 1.22653 0.85758 -2.31518
C 1.41327 -1.47782 -3.45155
H 2.11633 -2.30365 -3.27415
H 1.17787 -1.48541 -4.51818
C 2.08756 -0.14105 -3.08864
H 2.97217 -0.38486 -2.46520
H 2.46344 0.38533 -3.99834
C 1.73555 2.25515 -2.51725
H 1.22976 2.71596 -3.39584
H 2.78829 2.20401 -2.79257
C 1.61768 3.09664 -1.27191
H 1.75142 4.17917 -1.47762
H 2.37620 2.83824 -0.49886
C 0.31651 3.55055 1.24088
C 0.73553 2.41116 2.19698
H 1.73060 2.00200 1.98960
H 0.01647 1.58120 2.20538
H 0.77416 2.77815 3.23824
C -1.00019 4.16246 -1.41237
C -2.48074 3.91929 -1.12798
H -3.06907 4.24059 -2.00198
H -2.81069 4.51338 -0.26582
H -2.70810 2.86697 -0.92689
C -1.40255 -2.16292 -3.89451
C -2.70669 -2.66377 -3.27026
H -3.48810 -2.62296 -4.03437
H -3.01232 -2.05892 -2.41015
H -2.61026 -3.71202 -2.96509
C 0.12173 -3.42885 -1.63430
C -1.03487 -3.69260 -0.64418
H -0.64154 -4.14546 0.27575
H -1.77939 -4.40369 -1.07104
H -1.58880 -2.79028 -0.32974
C -2.53263 0.25909 -0.36743
C -0.55468 5.63304 -1.22605
H 0.27699 5.76238 -0.51618
H -0.23027 6.05940 -2.18701
H -1.39198 6.24662 -0.88428
C -0.93912 -3.07626 -5.04041
H -1.77071 -3.71749 -5.34747
H -0.67306 -2.45810 -5.91082
H -0.08575 -3.72698 -4.79621
C 0.44991 -4.67159 -2.47868
H 0.70550 -5.49691 -1.79888
H -0.39963 -5.00049 -3.09955
H 1.32878 -4.51429 -3.12319
C -0.90170 4.29737 1.76764
H -1.82255 3.71621 1.67392
H -0.75716 4.52408 2.82544
H -1.03162 5.25085 1.23685
H 1.17381 4.24842 1.14235
H 1.02439 -3.21099 -1.04078
H -0.80924 3.88676 -2.46473
H -1.60650 -1.17670 -4.32922
O -3.55804 0.17648 0.20093
H 0.30019 0.85479 -2.82495
H -1.89738 0.53965 -1.54220
N 0.99936 -0.87624 1.08331
S 0.86602 -2.04947 2.24876
C 2.18289 -1.54918 3.37274
C 1.99262 -1.62261 4.75689
C 2.98555 -1.16699 5.61221
C 4.16655 -0.62524 5.08242
C 4.37527 -0.61688 3.69820
C 3.40664 -1.12235 2.84348
C -0.66291 -1.65538 3.08283
C -1.79129 -2.47930 2.90147
C -3.01762 -2.10284 3.44340
C -3.13671 -0.91567 4.17398
C -2.00810 -0.11726 4.37551
C -0.77034 -0.48115 3.83173
H 1.91269 -0.43925 1.13425
H 1.06290 -2.03214 5.13214
H 2.83479 -1.25065 6.68183
H 4.92854 -0.23736 5.76181
H 5.31786 -0.24434 3.26821
H 3.60762 -1.19733 1.76435
H -1.66428 -3.40975 2.35116
H -3.86585 -2.75819 3.30330
H -4.09100 -0.61599 4.62165
H -2.05181 0.79217 4.98357
H 0.12512 0.12027 4.00324
*
```

# 3
Density functional theory data (wB97M-V/def2-TZVPD) for a structure of composition C29H49NP2PdSi.

The energy above the lowest of the compared OMol25 structures with the same formula, charge and spin is 0.000 eV. The calculation puts the LUMO energy (alpha / beta) at -4.84 / -7.97 eV. The value obtained for the HOMO energy (alpha / beta) is -0.4765 / -0.5299 Eh.

Geometry as ORCA input:
```
! wB97M-V def2-TZVPD RIJCOSX def2/J DEFGRID3
* xyz 2 5
Pd -0.65538 -0.05910 0.20561
C -2.35779 -1.74323 -3.13927
C -2.40192 -2.60573 -1.87877
C -3.75534 -2.46994 -1.17949
P -1.02120 -2.17398 -0.75313
C -0.89965 -3.40023 0.62088
C -1.80179 -3.01522 1.79798
C -1.15482 -4.84877 0.19808
C 0.46941 -2.27946 -1.78511
C 0.78288 -3.42160 -2.49331
C 1.84039 -3.45534 -3.41347
C 2.18999 -4.71642 -4.13341
C 2.54264 -2.26799 -3.65581
C 2.25136 -1.10981 -2.98032
C 1.24044 -1.09666 -1.98635
N 0.91676 -0.00811 -1.27011
C 1.52268 1.24452 -1.31605
C 2.90027 1.45687 -1.41237
C 3.40180 2.74467 -1.38272
C 2.56401 3.85503 -1.26033
C 3.12131 5.24455 -1.20391
C 1.18966 3.63353 -1.15230
C 0.66255 2.35405 -1.16898
P -1.08981 1.96857 -0.95160
C -1.88613 2.07967 -2.59638
C -3.39642 1.83762 -2.49288
C -1.57135 3.35632 -3.38069
C -1.83952 3.04553 0.32741
C -2.23506 4.46289 -0.08964
C -3.03169 2.31032 0.96324
H -3.18519 -2.01900 -3.79294
H -2.48258 -0.69090 -2.87801
H -1.43224 -1.85933 -3.70347
H -2.22792 -3.65312 -2.14846
H -3.89020 -1.45860 -0.78464
H -4.55193 -2.65280 -1.90042
H -3.88661 -3.17858 -0.36406
H 0.14418 -3.29969 0.93581
H -2.85713 -3.12987 1.55555
H -1.58752 -3.67004 2.64315
H -1.64668 -1.98441 2.12612
H -2.17017 -4.98982 -0.17553
H -0.45197 -5.20441 -0.55363
H -1.04127 -5.49255 1.07101
H 0.18285 -4.31507 -2.37378
H 1.33382 -5.38435 -4.21278
H 2.57168 -4.51078 -5.13215
H 2.97444 -5.24749 -3.58729
H 3.31880 -2.25959 -4.41073
H 2.77662 -0.19852 -3.22915
H 3.57560 0.61269 -1.45882
H 4.47229 2.89444 -1.44470
H 4.08735 5.30339 -1.70142
H 2.44594 5.96015 -1.67104
H 3.26384 5.55402 -0.16614
H 0.53450 4.49096 -1.05133
H -1.41188 1.23936 -3.11984
H -3.89521 2.73997 -2.13592
H -3.80264 1.60904 -3.47804
H -3.65815 1.01408 -1.82446
H -2.02216 4.23555 -2.92495
H -0.50123 3.52850 -3.49326
H -1.99534 3.25531 -4.38067
H -1.03217 3.09651 1.07137
H -2.95144 4.46108 -0.91006
H -2.72094 4.94869 0.75789
H -1.38038 5.07759 -0.36698
H -3.90135 2.32291 0.30717
H -2.80723 1.26570 1.20381
H -3.30920 2.80879 1.89222
C 1.35720 -1.34528 2.90541
Si 0.46679 0.25256 2.52959
C -0.88140 0.65336 3.75680
C 1.65796 1.66865 2.26516
H 1.94486 -1.20332 3.81849
H 2.04776 -1.62851 2.10904
H 0.66757 -2.16986 3.08347
H -0.41324 0.78488 4.73857
H -1.61536 -0.14851 3.84639
H -1.40952 1.57597 3.51181
H 2.15252 1.87387 3.22098
H 1.16518 2.58746 1.94499
H 2.42955 1.41975 1.53518
*
```

# 4
Density functional theory data (wB97M-V/def2-TZVPD) for a structure of composition C29H49NP2Sn.

The energy above the lowest of the compared OMol25 structures with the same formula, charge and spin is 0.000 eV. The calculation puts the LUMO energy (alpha / beta) at -7.46 / -7.48 eV. The value obtained for the HOMO energy (alpha / beta) is -0.4425 / -0.4425 Eh.

Geometry as ORCA input:
```
! wB97M-V def2-TZVPD RIJCOSX def2/J DEFGRID3
* xyz 2 1
Sn 0.40928 1.08025 -0.98343
C -0.88175 -2.31797 2.89444
C 0.42225 -2.65317 2.43630
C 0.64719 -1.40447 4.35048
C -0.74049 -1.55712 4.08949
C 1.36543 -2.07916 3.32866
C -2.15674 -2.71255 2.26270
H -2.08854 -2.66865 1.16680
H -2.97095 -2.05024 2.58132
H -2.44024 -3.74302 2.53473
C -1.83137 -0.97701 4.89038
H -2.75544 -1.55052 4.75680
H -2.03600 0.06557 4.60089
H -1.56674 -0.97739 5.95573
C 1.22613 -0.62898 5.46295
H 0.60906 -0.72998 6.36313
H 1.28401 0.44407 5.22269
H 2.24087 -0.97934 5.69004
C 2.83653 -2.15794 3.23190
H 3.26378 -2.63437 4.12549
H 3.29175 -1.16236 3.14388
H 3.13329 -2.74442 2.35586
C 0.75244 -3.48382 1.25789
H 1.04012 -4.50539 1.55375
H 1.59875 -3.05713 0.70156
H -0.10329 -3.56551 0.57839
C -1.26008 1.17070 -2.16461
C -1.80820 -0.21401 -2.28003
C -0.88539 -1.39015 -2.17504
C 0.44764 -1.17074 -2.96850
C 1.36608 -0.11619 -2.34942
C 1.78054 1.04247 -3.26012
C 0.65995 1.89647 -3.94277
C -0.83384 1.74942 -3.55275
H -1.39480 -2.27173 -2.59717
H 0.21858 -0.92682 -4.02182
H -0.66678 -1.65296 -1.12076
H -1.31826 1.15925 -4.34933
H -1.94697 1.87199 -1.66538
H -2.39201 -0.28563 -3.22637
H -1.29325 2.74979 -3.62850
H 0.91573 2.96821 -3.89038
H 2.42954 0.63444 -4.06140
H 0.71865 1.65903 -5.02084
H 0.99628 -2.12815 -2.98996
H 2.22701 -0.58168 -1.85700
P -3.96872 -1.12661 -1.96480
C -4.95180 0.29244 -2.55306
C -4.38970 -2.27482 -3.32879
P 3.17434 2.23761 -2.57435
C 2.00401 2.69984 -1.25929
C 4.48154 1.24573 -1.85465
C 3.83431 3.52193 -3.61726
H -4.42297 1.23328 -2.35098
H -5.88031 0.26757 -1.95880
H -5.18847 0.20473 -3.62605
H -3.51774 -2.87561 -3.60905
H -4.79600 -1.74392 -4.19906
H -5.15626 -2.94073 -2.90900
H 3.25357 3.63273 -4.54310
H 4.87413 3.27112 -3.87354
H 3.82668 4.47059 -3.06227
H 2.50604 2.87276 -0.29801
H 1.43495 3.59781 -1.54530
H 4.85749 1.76885 -0.96464
H 5.29529 1.15534 -2.58819
H 4.14744 0.24192 -1.56642
C 2.30605 1.27680 2.04146
C 0.85059 1.48060 2.17272
C 0.15712 1.93822 3.30983
C -1.21371 1.84475 3.02160
C -1.33134 1.34862 1.71020
C -2.56692 0.99957 0.99027
N -0.06654 1.18362 1.19123
H 2.70460 0.85750 2.97752
H 2.82596 2.23148 1.86078
H 2.54816 0.57247 1.22854
H 0.63385 2.28364 4.21830
H -2.05181 2.09713 3.65715
H -3.40621 0.97862 1.70287
H -2.81402 1.73929 0.21199
H -2.50333 0.00205 0.52150
*
```

# 5
Density functional theory data (wB97M-V/def2-TZVPD) for a cluster of 10 separate species, C29H50Br18O7S in total.

The SMILES is O=C1C=C(COCOCCO)C(=O)C(C[SH](=O)=O)=C1.BrCCBr.BrCCBr.BrCCBr.BrCCBr.BrCCBr.BrCCBr.BrCCBr.BrCCBr.BrCCBr. The calculation puts the LUMO energy at -0.96 eV. The value obtained for the HOMO energy is -0.3457 Eh.

Geometry as ORCA input:
```
! wB97M-V def2-TZVPD RIJCOSX def2/J DEFGRID3
* xyz 0 1
O -3.06903 -2.50289 3.71488
C -2.05042 -2.41661 3.07031
C -1.78534 -1.33244 2.09167
C -1.07177 -1.62216 1.00426
C -0.66813 -0.62077 -0.03548
O 0.58514 -1.01677 -0.54687
C 0.92969 -0.53153 -1.81051
O 1.66794 0.65229 -1.72449
C 3.05691 0.49724 -1.45041
C 3.86714 1.25434 -2.48925
O 5.23641 0.86636 -2.41267
C -0.62033 -3.03641 0.82749
O -0.59662 -3.59204 -0.24657
C -0.25428 -3.75243 2.08842
C 0.83899 -4.79398 2.11941
S 1.77512 -5.18151 0.62716
O 3.16354 -5.07865 0.99796
O 1.24712 -6.40219 0.09037
C -0.96145 -3.43322 3.17357
H -2.16710 -0.33944 2.30060
H -0.57628 0.34328 0.47462
H -1.41374 -0.54630 -0.83352
H 0.05152 -0.30558 -2.41649
H 1.51278 -1.30335 -2.29446
H 3.36762 -0.55297 -1.46233
H 3.26286 0.86608 -0.44675
H 3.82676 2.32742 -2.29671
H 3.44935 1.06492 -3.48130
H 5.41902 0.24335 -3.12081
H 0.41431 -5.76023 2.39272
H 1.58729 -4.50165 2.85349
H 1.52248 -4.17218 -0.22723
H -0.79463 -3.90069 4.13629
Br 5.45094 1.40385 2.00378
C 4.19943 1.22653 3.48084
C 3.20450 0.12904 3.23851
Br 1.89115 0.61610 1.88356
H 3.71925 2.19116 3.59308
H 4.79250 1.00718 4.36552
H 2.64000 -0.07338 4.14590
H 3.67031 -0.78463 2.88118
Br 2.53033 0.29229 7.07448
C 0.66060 -0.19310 7.29481
C 0.38835 -1.60082 6.83912
Br 0.35765 -1.73679 4.90015
H 0.07966 0.53982 6.74246
H 0.45435 -0.09827 8.35836
H -0.59680 -1.92097 7.17128
H 1.14011 -2.30050 7.18955
Br -0.53342 3.23119 3.37819
C 0.08720 4.80641 2.41950
C 1.50785 4.67165 1.94446
Br 2.76272 4.83351 3.41699
H -0.04110 5.64657 3.09473
H -0.58231 4.91513 1.56863
H 1.75756 5.46846 1.24765
H 1.69811 3.70620 1.48321
Br -1.53089 1.00049 -4.61319
C -3.00886 -0.26119 -4.76795
C -3.19360 -1.02929 -3.48853
Br -1.78677 -2.35175 -3.22993
H -2.77388 -0.91108 -5.60462
H -3.89063 0.32994 -5.00355
H -4.13382 -1.57576 -3.50312
H -3.16697 -0.37974 -2.61796
Br -4.17452 4.04171 4.21225
C -4.71429 2.30195 3.53751
C -4.59475 1.21024 4.56983
Br -2.74772 0.66235 4.84502
H -4.09577 2.10149 2.66759
H -5.75147 2.41718 3.23169
H -5.11015 0.31514 4.22893
H -4.98482 1.51101 5.53677
Br 2.45178 -2.43940 -4.66661
C 3.27416 -4.16371 -5.02469
C 2.88763 -5.18376 -3.98367
Br 3.76651 -4.89805 -2.27339
H 4.34548 -3.99422 -5.06008
H 2.91824 -4.47159 -6.00501
H 3.18472 -6.17839 -4.30882
H 1.82096 -5.17248 -3.78124
Br -2.83588 3.77294 -10.89763
C -2.88025 4.29663 -9.02609
C -2.75723 3.11478 -8.10195
Br -4.39449 2.06574 -8.03326
H -3.81087 4.83508 -8.87829
H -2.03915 4.97153 -8.88576
H -2.57329 3.44443 -7.08315
H -1.96968 2.43385 -8.40745
Br -6.17003 -1.21595 -7.59346
C -5.20824 -2.81906 -8.12420
C -5.42611 -3.95570 -7.15753
Br -4.46784 -3.67476 -5.49048
H -4.16194 -2.53865 -8.19620
H -5.58303 -3.08203 -9.11056
H -5.04417 -4.88513 -7.57309
H -6.47264 -4.07502 -6.89643
Br 3.17062 3.80010 8.21522
C 3.48490 5.71770 8.26786
C 3.56889 6.30319 6.88341
Br 5.25134 5.88266 6.00597
H 4.39646 5.87331 8.83597
H 2.63957 6.14204 8.80472
H 3.51979 7.38888 6.92410
H 2.78086 5.92641 6.23772
*
```

How do the records compare in E_tot? In the order shown, they have -99687.6588, -86126.6083, -62279.6923, -56747.4550, -1316814.6176 eV.
How do the records compare in maximum force? In the order shown, they have 1.7, 3.2, 0.2, 4.6, 1.1 eV Å⁻¹.